1.
The following is a DFT calculation (ωB97M-V/def2-TZVPD) of a 2-piece molecular cluster, C10H13O2 overall at a distorted geometry.

Molar mass ... 165.2 g/mol
LUMO energy ... 3.14 eV
Electronic energy ... -14676.29890 eV
Charge ... -1
Orbital gap ... 6.8952 eV
Relative energy (zero: lowest compared OMol25 entry of this formula, charge and spin) ... 126.1 kJ/mol
HOMO ... -3.8 eV
Maximum force ... 3.763 eV Å⁻¹

Last column: Mulliken charge in e.
Geometry (Å):
1 C -2.61 -1.21 0.01  0.39
2 C -3.34 -1.88 -1.14  -1.17
3 C -3.39 -0.02 0.53  0.45
4 O -4.60 0.20 0.25  -0.75
5 O -2.66 0.83 1.13  -0.72
6 H -2.70 -1.84 0.92  0.14
7 H -1.54 -1.05 -0.04  -0.22
8 H -2.72 -2.52 -1.78  0.37
9 H -3.95 -1.22 -1.75  0.30
10 H -4.14 -2.55 -0.78  0.24
11 C 1.97 1.67 -1.82  -1.21
12 C 0.90 0.55 0.17  -0.40
13 C 1.97 1.28 -0.35  0.54
14 C 1.12 -0.21 1.32  -0.32
15 C 2.41 -0.37 1.84  -0.43
16 C 3.17 1.40 0.37  -0.52
17 C 3.45 0.42 1.33  -0.47
18 H -0.15 0.59 -0.11  0.31
19 H 0.27 -0.60 1.86  0.46
20 H 1.76 0.75 -2.36  0.30
21 H 2.89 2.14 -2.13  0.37
22 H 2.45 -1.18 2.56  0.34
23 H 3.90 2.17 0.20  0.40
24 H 4.40 0.29 1.83  0.33
25 H 1.14 2.35 -2.06  0.30


2.
The following is a DFT calculation (ωB97M-V/def2-TZVPD) of a 2-piece molecular cluster, C2H7OS overall at a distorted geometry.

Molar mass ... 79.1 g/mol
LUMO energy (spin up / spin down) ... 0.87 / -0.34 eV
Electronic energy ... -15067.93339 eV
2S+1 ... 2
Orbital gap (spin up / spin down) ... 8.8275 / 9.4033 eV
Relative energy (zero: lowest compared OMol25 entry of this formula, charge and spin) ... 94.6 kJ/mol
HOMO (spin up / spin down) ... -8.0 / -9.7 eV
Maximum force ... 2.778 eV Å⁻¹

Last column: Mulliken charge in e.
Geometry (Å):
1 O 3.13 0.68 -0.94  -0.61
2 H 3.21 0.60 0.05  0.33
3 C -0.35 -0.67 -1.10  -0.63
4 S 0.07 0.25 0.33  0.00
5 C -1.58 0.16 1.22  -0.82
6 H 0.05 -0.34 -2.06  0.40
7 H -0.92 -1.65 -0.79  0.22
8 H 2.19 0.39 -1.02  0.24
9 H -2.12 -0.74 1.08  0.28
10 H -1.44 0.32 2.30  0.28
11 H -2.23 1.01 0.93  0.30


3.
The following is a DFT calculation (ωB97M-V/def2-TZVPD) of one molecule with the formula C4H13N3 at a distorted geometry.

Molar mass ... 103.2 g/mol
LUMO energy ... 1.00 eV
Electronic energy ... -8825.96493 eV
Structure (SMILES) ... CC(C)(C)NNN
Orbital gap ... 9.4150 eV
Relative energy (zero: lowest compared OMol25 entry of this formula, charge and spin) ... 332.7 kJ/mol
HOMO ... -8.4 eV
Maximum force ... 5.170 eV Å⁻¹

Last column: Mulliken charge in e.
Geometry (Å):
1 C -1.53 0.30 -1.01  -1.85
2 C 0.83 0.80 -0.78  -1.76
3 C 0.11 -1.60 -0.81  -1.63
4 C -0.23 -0.17 -0.41  2.09
5 N 1.13 1.00 2.53  -0.53
6 N -0.47 -0.04 1.09  -0.59
7 N 0.91 -0.15 1.84  -0.20
8 H -2.38 -0.43 -0.96  0.33
9 H -1.86 1.16 -0.47  0.53
10 H -1.36 0.75 -1.97  0.39
11 H 1.84 0.65 -0.32  0.38
12 H 0.51 1.87 -0.83  0.35
13 H 1.12 0.68 -1.95  0.36
14 H 0.96 -1.84 -0.29  0.49
15 H -0.70 -2.31 -0.51  0.33
16 H 0.26 -1.83 -1.97  0.29
17 H 1.07 1.81 2.10  0.23
18 H 0.66 1.08 3.39  0.20
19 H -1.13 -0.67 1.46  0.28
20 H 0.68 -0.90 2.57  0.32


4.
The following is a DFT calculation (ωB97M-V/def2-TZVPD) of C3H3Cl4NS as an isolated structure at a distorted geometry.

Molar mass ... 226.9 g/mol
LUMO energy ... 0.18 eV
Electronic energy ... -65573.65247 eV
Orbital gap ... 8.9819 eV
Relative energy (zero: lowest compared OMol25 entry of this formula, charge and spin) ... 0.0 kJ/mol
HOMO ... -8.8 eV
Maximum force ... 5.627 eV Å⁻¹

Last column: Mulliken charge in e.
Geometry (Å):
1 C -1.00 0.68 0.26  0.23
2 C 0.34 -0.39 0.87  -0.69
3 C 1.50 -0.13 -0.03  0.58
4 N -1.73 0.05 -0.71  -0.38
5 S -1.42 2.08 0.88  -0.27
6 Cl -0.28 -2.02 0.69  -0.07
7 Cl 2.80 -1.18 0.43  -0.12
8 Cl 1.23 -0.57 -1.74  -0.14
9 Cl 1.87 1.57 0.09  -0.08
10 H 0.44 0.00 1.83  0.50
11 H -1.30 -0.61 -1.36  0.19
12 H -2.44 0.51 -1.21  0.25


5.
The following is a DFT calculation (ωB97M-V/def2-TZVPD) of a 5-piece molecular cluster, C12H22FNO9 overall at a distorted geometry.

Molar mass ... 343.3 g/mol
LUMO energy ... -1.44 eV
Electronic energy ... -35428.53102 eV
Orbital gap ... 8.2354 eV
Relative energy (zero: lowest compared OMol25 entry of this formula, charge and spin) ... 252.6 kJ/mol
HOMO ... -9.7 eV
Maximum force ... 11.388 eV Å⁻¹

Last column: Mulliken charge in e.
Geometry (Å):
1 N -16.42 15.92 32.39  -0.42
2 H -15.75 16.54 32.98  0.38
3 H -16.09 15.75 31.41  0.40
4 H -17.42 16.13 32.33  0.18
5 H -16.74 15.24 33.02  0.36
6 F -18.29 16.20 34.61  -0.81
7 C -14.56 16.49 38.78  -1.31
8 C -15.78 17.20 37.92  0.19
9 C -17.10 16.38 37.98  -0.71
10 O -18.01 17.14 38.58  -0.33
11 C -17.51 18.34 38.99  0.67
12 O -18.06 19.33 39.35  -0.46
13 O -16.14 18.31 38.61  -0.41
14 H -13.68 17.20 38.90  0.30
15 H -14.31 15.43 38.33  0.29
16 H -14.94 16.28 39.61  0.52
17 H -15.67 17.33 36.94  0.49
18 H -17.05 15.60 38.43  0.63
19 H -17.48 16.00 36.92  0.12
20 C -21.19 17.39 35.89  -1.83
21 C -20.67 17.94 37.16  1.27
22 C -20.88 19.40 37.48  -0.54
23 O -20.97 19.37 38.84  -0.33
24 C -21.38 18.12 39.23  0.53
25 O -21.79 17.90 40.39  -0.62
26 O -21.35 17.26 38.18  -0.40
27 H -20.93 16.41 36.09  0.39
28 H -20.76 17.85 34.97  0.40
29 H -22.26 17.48 35.77  0.36
30 H -19.63 17.73 36.93  -0.06
31 H -21.79 19.66 37.13  0.50
32 H -20.04 20.01 37.04  0.28
33 C -20.60 14.79 30.63  -1.44
34 C -21.48 15.03 31.83  0.40
35 C -21.01 16.04 32.91  -0.15
36 O -22.16 16.97 33.05  -0.27
37 C -23.11 16.55 32.12  0.58
38 O -24.16 17.27 31.92  -0.64
39 O -22.77 15.53 31.48  -0.29
40 H -20.70 15.83 30.11  0.30
41 H -20.85 14.37 29.77  0.49
42 H -19.63 14.35 30.81  0.28
43 H -21.73 13.97 32.43  0.26
44 H -20.18 16.61 32.47  0.10
45 H -20.77 15.49 33.77  0.36


6.
The following is a DFT calculation (ωB97M-V/def2-TZVPD) of a 2-piece molecular cluster, C2HNO3S overall at a distorted geometry.

Molar mass ... 119.1 g/mol
LUMO energy (spin up / spin down) ... -1.80 / -1.78 eV
Electronic energy ... -20554.03061 eV
Structure (SMILES) ... O=c1[nH]c1=O.O=S
Orbital gap (spin up / spin down) ... 7.7660 / 7.8169 eV
Relative energy (zero: lowest compared OMol25 entry of this formula, charge and spin) ... 371.5 kJ/mol
HOMO (spin up / spin down) ... -9.6 / -9.6 eV
Maximum force ... 3.879 eV Å⁻¹

Last column: Mulliken charge in e.
Geometry (Å):
1 C 0.51 -0.26 0.79  0.35
2 C 0.13 -1.39 0.01  0.51
3 N 0.96 -0.45 -0.53  -0.13
4 O 0.62 0.53 1.70  -0.49
5 O -1.28 1.62 -0.60  -0.30
6 O -0.42 -2.35 -0.38  -0.47
7 S -1.94 2.52 0.40  0.29
8 H 1.41 -0.22 -1.39  0.24